The following is a DFT calculation (ωB97M-V with the def2-TZVPD basis set) of an isolated molecule of C6H10.

Each line ends with the Löwdin charge.
Element x y z (Å)
C  1.803  -0.335  0.657  -0.07
C  1.095  0.231  -0.537  -0.33
C  -0.033  -0.464  -1.204  -0.11
C  -2.144  -0.269  0.614  0.00
C  -1.265  0.731  0.659  -0.15
C  -0.279  0.853  -0.448  -0.25
H  2.369  0.466  1.142  0.08
H  2.497  -1.131  0.370  0.08
H  1.085  -0.734  1.382  0.08
H  1.718  0.767  -1.246  0.13
H  -0.163  -0.539  -2.275  0.10
H  -0.316  -1.390  -0.696  0.10
H  -2.827  -0.524  1.411  0.05
H  -2.184  -0.884  -0.280  0.05
H  -1.336  1.494  1.436  0.10
H  -0.274  1.844  -0.914  0.13

Values from the calculation:
**Net charge**: 0
**Structure (SMILES)**: C=C[C@@H]1C[C@@H]1C
**Orbital gap**: 10.326 eV
**E**: -234.544335 hartree
**ΔE to the lowest compared entry with this formula, charge and spin**: 1.583 eV